(1)
DFT (ωB97M-V/def2-TZVPD) results for a gas-phase ion, C5H6N (charge +1).

The value obtained for the gap between HOMO and LUMO is 0.4269 hartree. Its charge is +1.

Each line ends with the Mulliken charge.
Element x y z (Å)
1 C -1.14805 0.76771 0.05342  -0.38
2 C -0.84748 -0.71855 -0.11136  -0.32
3 C 1.35933 0.00987 0.74066  -0.33
4 C 1.44471 0.22759 -0.71766  -0.44
5 C 0.32313 0.74975 0.02932  0.54
6 N 0.66985 -0.95163 -0.08788  -0.20
7 H -1.85722 1.25076 -0.76688  0.29
8 H -1.56516 1.02373 1.04528  0.27
9 H -1.01929 -1.22485 0.81726  0.30
10 H -1.11216 -1.14443 -1.09047  0.32
11 H 1.74870 -0.15924 1.67704  0.50
12 H 2.00364 0.16928 -1.58875  0.45

Atoms 1-6, force components in eV/Å:
C -1.76 1.00 -0.75
C -1.19 -1.13 -0.25
C -1.54 0.70 -1.66
C -2.05 -1.03 2.24
C 1.38 1.03 -0.30
N 2.05 0.93 -1.36



(2)
DFT (ωB97M-V/def2-TZVPD) results for a molecular structure, C24H43IrN2OP3S.

Its multiplicity is 6. The value obtained for the gap between HOMO and LUMO (spin up / spin down) is 0.2156 / 0.1667 hartree. Its charge is +4. Its expectation value of S² is 8.80.

Each line ends with the Mulliken charge.
Element x y z (Å)
1 Ir -0.42505 -0.73568 0.21547  2.16
2 P 0.93441 0.64520 1.40092  0.96
3 P -2.29232 -0.30250 1.69516  0.48
4 P 1.28438 -0.93991 -1.43267  0.55
5 H -2.08123 1.26998 -0.72974  0.44
6 C -1.39420 0.54844 -1.18562  -1.28
7 C -1.89086 -0.79697 -1.36738  -1.19
8 H -2.94536 -0.95056 -1.11693  0.76
9 C 0.57549 2.37724 0.95558  -1.11
10 C 0.76780 0.50793 3.21141  -1.13
11 C 2.77151 0.58408 1.34073  -1.37
12 C -3.98900 -0.73713 1.13974  -1.41
13 C -2.24255 -1.23673 3.28333  -1.24
14 C -2.57891 1.46059 2.14951  -1.34
15 C 0.77078 -1.65040 -3.03550  -1.62
16 C 2.68786 -2.00249 -0.91746  -1.38
17 C 2.00975 0.67663 -1.98793  -1.36
18 H -0.75714 0.96426 -1.97277  0.45
19 H -1.54756 -1.37598 -2.22672  0.44
20 H 1.14275 3.02926 1.63434  0.54
21 H -0.49367 2.59539 1.05277  0.26
22 H 0.89253 2.58493 -0.07639  0.07
23 H 1.52400 1.17248 3.65772  0.58
24 H 0.99818 -0.52593 3.51524  0.30
25 H -0.22375 0.80272 3.57605  0.37
26 H 3.13374 1.53637 1.75492  0.54
27 H 3.17375 0.46479 0.32974  0.17
28 H 3.16153 -0.22372 1.97930  0.43
29 H -4.69751 -0.50834 1.94804  0.54
30 H -4.05896 -1.80239 0.89852  0.30
31 H -4.26291 -0.14512 0.26018  0.49
32 H -2.98576 -0.82568 3.98228  0.56
33 H -1.25212 -1.18560 3.75118  0.28
34 H -2.48116 -2.29443 3.10215  0.28
35 H -3.60310 1.56615 2.54522  0.55
36 H -2.50035 2.09889 1.26199  0.34
37 H -1.87317 1.80857 2.91178  0.37
38 H 1.63610 -1.73155 -3.70567  0.55
39 H 0.02078 -1.00893 -3.50929  0.45
40 H 0.34908 -2.64799 -2.87740  0.41
41 H 3.26719 -2.30366 -1.80388  0.52
42 H 2.30308 -2.91037 -0.43040  0.33
43 H 3.36301 -1.48027 -0.22612  0.40
44 H 2.52517 0.52207 -2.94881  0.67
45 H 2.73196 1.10206 -1.27988  0.71
46 H 1.20784 1.41205 -2.13371  -0.14
47 C 2.58083 4.74901 -2.38422  0.64
48 C 2.58597 6.14276 -2.57175  -0.49
49 C 1.98662 6.65419 -3.72349  -0.26
50 C 1.43653 5.79118 -4.68762  -0.61
51 C 1.58510 4.40440 -4.54434  -0.28
52 C 2.22409 3.88306 -3.42154  -0.04
53 O 2.79042 4.15244 -1.16682  -0.35
54 H 2.98307 4.83365 -0.49671  0.30
55 H 3.02925 6.78956 -1.81343  0.42
56 H 1.93980 7.73115 -3.88464  0.44
57 H 0.90782 6.20121 -5.55520  0.44
58 H 1.20187 3.71640 -5.30128  0.43
59 H 2.40085 2.81937 -3.28965  0.39
60 N 1.63266 -2.41278 2.53106  -0.12
61 C 0.47014 -3.06478 2.21558  -0.20
62 N -0.36905 -2.75156 1.23601  0.30
63 C -1.38494 -3.72430 1.11629  -0.57
64 C -2.41475 -3.79173 0.16708  -0.37
65 C -3.28139 -4.88884 0.17130  -0.79
66 C -3.18326 -5.86547 1.17107  -0.64
67 C -2.22549 -5.75773 2.19181  -0.28
68 C -1.31133 -4.70954 2.13180  0.81
69 S 0.00820 -4.39106 3.23607  -0.04
70 H 2.17557 -2.83627 3.28249  0.30
71 H 2.15911 -1.94515 1.79641  -0.13
72 H -2.49830 -2.98477 -0.56463  0.54
73 H -4.04409 -4.97873 -0.60755  0.50
74 H -3.86740 -6.71263 1.15111  0.45
75 H -2.17396 -6.46082 3.02575  0.51

Atoms 1-6, force components in eV/Å:
Ir -1.05 -2.48 -0.11
P 0.31 1.87 0.39
P -0.69 0.23 0.81
P 0.50 0.08 -0.24
H 0.36 -0.14 -0.27
C -0.22 -0.03 -0.45



Maximum force
In order: 0.062 0.123
Unit: Eh/bohr
ΔE to the lowest compared entry with this formula, charge and spin
In order: 143.6 9.5
Unit: kcal per mole